C12H25Br2ClFO5Si2 | the ωB97M-V functional and the def2-TZVPD basis

```
48
Properties=species:S:1:pos:R:3
F -1.274 -2.618 2.552
H 5.611 1.552 0.377
C -0.928 -2.122 1.294
H 6.391 2.658 2.421
H 2.201 0.136 -4.054
H 2.891 1.923 1.870
C 4.960 1.417 1.267
H -0.066 -2.719 0.910
Cl 4.251 0.858 -2.537
H -5.639 0.738 -1.069
H -3.374 -0.378 -0.815
H 3.919 3.365 1.548
H 2.040 -2.244 -2.999
H 0.706 -1.806 -4.190
H 0.449 -1.750 -2.377
H -0.962 -0.468 -1.303
O 0.546 1.564 -0.427
H -4.437 1.735 -1.974
H 6.200 0.931 3.098
C 1.641 -0.052 -3.102
C -3.607 0.557 -0.253
O -6.826 -2.532 1.097
C -0.492 -0.608 1.453
Br -2.242 3.185 -0.822
H -4.993 -3.178 1.054
H 0.793 0.655 -2.996
O 3.163 2.327 -0.162
C 2.707 0.029 -1.944
O -7.426 -4.615 0.393
Si -0.693 0.410 -0.141
C -2.321 1.424 0.083
C -4.740 1.393 -0.960
C 1.170 -1.570 -3.210
C 5.709 1.805 2.621
H -5.071 2.250 -0.324
H 4.910 2.139 3.332
Br -4.390 -0.005 1.502
H 2.383 0.069 0.795
H -1.813 -2.176 0.621
C -6.626 -3.731 0.739
H 3.053 -0.985 -1.616
O -5.277 -4.062 0.751
H -2.366 1.643 1.181
Si 2.137 0.946 -0.361
C 3.680 2.336 1.185
H -1.178 -0.164 2.224
H 0.526 -0.597 1.902
H 4.705 0.336 1.366
```

As for the HOMO-LUMO gap: 6.13 eV. As for the LUMO energy: 0.072 Ha. Its charge is -1.



C12H25EuN3OP2 | the ωB97M-V functional and the def2-TZVPD basis

```
44
Properties=species:S:1:pos:R:3
H 5.696 -4.200 0.898
H -2.147 1.460 -0.089
C 3.703 -3.978 0.006
H 5.334 -2.562 0.332
C 1.376 2.409 -0.191
H -2.704 -0.342 3.113
H -3.504 3.372 -1.130
H -3.654 -2.253 2.132
H 4.034 -4.471 -0.919
H 1.933 3.237 0.285
H 1.693 1.168 -3.703
C 1.378 2.306 -1.626
H 1.313 1.496 2.598
H -1.638 -3.983 1.198
P 1.941 0.746 -2.360
N 1.931 -2.138 -0.612
C 2.728 -2.951 -0.350
H 3.346 1.005 -2.312
P -1.887 -2.822 0.401
H -4.343 0.907 -1.453
H 3.185 -4.739 0.607
H -1.799 3.694 -0.803
N -1.150 -0.038 1.773
C -2.480 3.096 -1.419
H -0.716 1.009 3.569
H -2.347 3.385 -2.466
C -3.314 0.671 -1.734
H -3.067 -3.270 -0.276
H -3.114 -0.362 -1.414
H 4.581 -3.163 1.821
C -2.190 -0.729 2.219
C -2.266 1.619 -1.179
H -1.642 1.947 2.374
C 0.465 1.869 1.997
O -1.049 1.093 -1.829
N 0.713 1.575 0.574
C 4.905 -3.446 0.813
H 1.444 3.259 -2.187
H -0.245 1.778 -1.844
H -3.246 0.669 -2.831
C -2.726 -1.902 1.680
Eu -0.007 -0.581 -0.332
H 0.358 2.952 2.179
C -0.822 1.209 2.489
```

As for the HOMO-LUMO gap (spin up / spin down): 7.02 / 4.31 eV. As for the LUMO energy (spin up / spin down): -0.089 / -0.189 Ha. Its charge is +1. The spin multiplicity is 9.



C12H25MnNS4 | the ωB97M-V functional and the def2-TZVPD basis

```
43
Properties=species:S:1:pos:R:3
H -0.865 2.482 -2.923
C 2.153 -0.044 3.646
H 0.254 -3.367 1.329
H 0.061 -0.083 5.070
C 0.679 3.401 0.305
C 1.107 -0.026 2.559
H 0.843 -3.294 -2.425
C -3.263 -0.070 -1.683
N 0.263 0.049 -2.363
H 2.047 0.852 4.294
C -0.732 -0.070 4.299
H 1.623 -3.049 0.251
S -0.522 -2.347 -0.663
H 3.178 -0.031 3.219
Mn -0.230 0.018 -0.177
C -0.235 -0.038 2.871
C 1.061 -1.158 -2.645
H -1.361 0.826 4.485
H 1.674 2.992 0.180
H 0.525 -4.423 -0.065
H 1.198 1.389 -3.733
C 0.936 1.322 -2.673
H 1.861 1.357 -2.105
H 0.529 3.432 -2.457
H -3.733 0.890 0.132
H 1.951 -1.118 -2.022
S -0.567 2.399 -0.566
S 1.812 0.013 0.878
H -3.178 0.836 -2.270
H -3.090 -1.000 -2.209
H -0.586 -2.493 -3.041
C -3.560 -0.041 -0.393
C 0.243 -2.392 -2.344
H 1.387 -1.189 -3.689
H 2.055 -0.968 4.255
H -1.354 -0.978 4.447
C 0.600 -3.405 0.303
H 0.407 3.389 1.354
C 0.033 2.477 -2.308
H 0.627 4.420 -0.065
H -0.581 0.001 -2.930
H -3.644 -0.946 0.194
S -1.606 -0.018 1.677
```

As for the HOMO-LUMO gap (spin up / spin down): 4.79 / 7.24 eV. As for the LUMO energy (spin up / spin down): -0.196 / -0.112 Ha. Its charge is +1. The spin multiplicity is 5.



C12H25N2O2P2SeV | the ωB97M-V functional and the def2-TZVPD basis

```
45
Properties=species:S:1:pos:R:3
H -0.329 -1.829 -4.657
H 2.694 0.462 -1.269
H -3.133 2.114 1.396
C -1.433 -1.412 -2.859
H 2.676 2.492 -3.060
H 2.535 -2.563 0.979
C -1.353 -1.076 -1.507
C -3.401 -0.837 2.127
C 0.002 -0.056 4.483
C 0.986 -0.922 -1.609
Se -0.016 0.233 6.210
H 4.074 -1.685 0.867
H -1.056 3.974 -1.764
H -3.412 -0.570 -1.187
H 4.381 0.846 0.944
C -3.100 1.500 0.486
H -4.455 -0.750 1.817
C -2.582 -1.029 -0.642
C 0.931 -1.283 -2.962
H -3.254 -0.332 3.096
O -1.192 3.193 -1.173
C 3.096 -1.705 1.360
H 3.199 -1.807 2.450
C 3.348 1.159 1.153
H 1.842 -1.242 -3.542
H -4.136 1.312 0.159
H 3.310 1.524 2.190
H -0.251 -2.359 1.544
V -0.009 -0.798 1.382
H 3.168 -1.296 -1.192
P 2.197 -0.217 0.846
C 2.352 -0.535 -0.983
P -2.276 -0.066 0.899
H 3.097 2.008 0.498
N 0.017 -0.207 3.301
C -0.277 -1.503 -3.615
H -2.923 -2.029 -0.343
H -2.397 -1.680 -3.271
O 2.225 3.127 -2.448
H 1.451 2.657 -2.118
H -2.529 2.050 -0.282
H -3.140 -1.900 2.245
H -0.431 0.677 1.703
N -0.168 -0.808 -0.910
H -0.327 3.166 -0.741
```

The energy above the lowest of the compared OMol25 structures with the same formula, charge and spin is 0.0 kcal per mole. As for the HOMO-LUMO gap (spin up / spin down): 6.34 / 6.39 eV. As for the LUMO energy (spin up / spin down): -0.005 / -0.005 Ha. Its charge is 0. The spin multiplicity is 3.



C12H25NO6 | the ωB97M-V functional and the def2-TZVPD basis

```
44
Properties=species:S:1:pos:R:3
C -2.212 0.524 0.300
H -0.379 3.913 -3.036
N 2.009 2.254 1.151
C -0.840 1.077 0.624
H -3.138 -1.082 -0.766
H -0.312 1.352 -0.283
C -0.720 0.747 -3.658
C 1.977 -3.046 1.837
H 0.800 -4.896 0.401
C 1.355 2.654 2.350
H -0.258 0.287 1.095
H 1.067 -0.996 3.199
O 2.499 -1.826 1.939
H 1.730 2.840 0.375
H 1.745 1.314 0.882
H -0.775 3.222 1.103
C -1.236 -0.834 -1.669
O -0.952 2.132 -3.778
O 2.378 -3.570 0.682
C -2.136 -0.815 -0.443
O 1.933 3.380 3.159
H 0.264 0.571 -3.221
H -2.508 0.744 -2.456
C 1.888 -4.891 0.439
H 2.503 -1.672 4.016
H -1.146 2.856 -1.847
H 2.235 -5.577 1.208
H 2.629 -0.163 3.095
H -0.698 0.342 -4.662
H -2.315 -0.650 -3.493
C -0.859 2.259 1.599
O 1.264 -3.577 2.643
H -2.752 0.341 1.224
C 2.145 -1.135 3.141
H -1.810 -1.574 0.263
O 0.118 2.158 2.640
H 2.288 -5.190 -0.525
C -1.789 0.022 -2.826
H -0.209 -0.570 -1.442
C -0.470 2.887 -2.703
H -1.815 2.258 2.107
H -2.810 1.238 -0.262
H -1.207 -1.863 -2.017
H 0.519 2.554 -2.385
```

Its SMILES is COCCCCCCCOC(N)=O.COC(=O)OC. As for the HOMO-LUMO gap: 10.59 eV. As for the LUMO energy: 0.020 Ha. Its charge is 0.



C12H26B3O9P | the ωB97M-V functional and the def2-TZVPD basis

```
51
Properties=species:S:1:pos:R:3
O -3.631 -2.161 -0.640
H 2.821 -2.726 1.934
C -3.816 4.061 -4.313
H 0.523 -2.254 1.483
P -1.278 4.385 -4.618
O -0.958 3.688 -3.334
C -2.445 -2.565 -1.165
H 0.215 7.403 -4.306
B 2.221 -1.728 5.455
C 2.312 -3.991 3.856
H -1.938 -5.169 0.721
C 2.147 -3.654 2.261
O 1.223 0.711 6.044
C -0.279 6.613 -3.733
H -1.839 -3.299 0.969
C 0.217 -4.213 0.356
H 1.554 3.306 -6.251
H -3.639 3.331 -3.518
H -0.922 -1.931 -2.971
O 2.965 -0.720 4.673
C 0.606 -3.413 1.755
C -1.050 -0.171 -1.490
C -1.419 -1.533 -1.970
H -3.954 5.056 -3.881
H 1.167 -3.724 5.810
H 0.574 -5.328 0.331
H 2.096 -5.128 4.132
H 1.358 3.967 -4.616
O -1.251 5.996 -4.550
H 3.456 -3.812 4.140
B 2.391 0.585 5.151
H -0.213 -3.695 2.567
O -0.312 4.033 -5.856
H -0.723 0.064 -0.380
H -0.775 7.058 -2.868
H 2.573 -4.602 1.673
O -1.976 -3.987 -1.070
O -2.737 4.068 -5.221
H 0.578 -3.595 -0.581
C 1.083 4.100 -5.666
H 0.407 -2.677 4.438
H 0.308 -0.316 7.879
H 1.448 5.067 -6.022
O 2.148 -1.484 6.939
H -1.029 0.701 -2.305
C 1.433 -3.045 4.864
C -1.451 -4.197 0.288
B 1.165 -0.366 7.052
H 0.480 5.907 -3.385
H -4.725 3.777 -4.849
H 2.892 1.606 4.787
```

Its SMILES is C=CC(=O)OCCCCCCB1OBOBO1.COP(=O)(OC)OC. As for the HOMO-LUMO gap: 8.66 eV. As for the LUMO energy: -0.020 Ha. Its charge is 0.



Sequential F_max output: 0.0581 0.0601 0.0393 0.0641 0.0604 0.1825 hartree/bohr